# 1
{
  "formula": "C3H7BrN4O4",
  "method": "ωB97M-V/def2-TZVPD",
  "charge": 0,
  "de_lowest_ev": 1.526,
  "max_force_ha_per_bohr": 0.046,
  "homo_energy_ha": [-0.3322, -0.3260],
  "gap_ev": [7.88, 7.68],
  "lumo_energy_ev": [-1.1559, -1.1939],
  "symbols": ["C", "C", "C", "N", "N", "N", "N", "O", "O", "O", "O", "Br", "H", "H", "H", "H", "H", "H", "H"],
  "xyz": [[-3.74649, 1.67296, -0.28015], [2.12821, -2.52944, 1.43741], [1.55776, 1.25534, -0.91657], [-1.57229, 0.95903, -0.58257], [1.78260, -0.65463, 0.19551], [-0.64333, 0.26087, -0.30578], [1.85221, -0.05267, -0.97776], [-0.25967, -0.68598, 0.34814], [2.00789, -0.63131, -2.06165], [-2.83187, 0.62453, -0.05083], [2.06524, -1.96577, 0.14015], [1.72632, 2.21414, 0.65306], [-3.54074, 2.15426, -1.23867], [-3.68361, 2.41440, 0.52153], [-4.73588, 1.21952, -0.29269], [1.94504, -3.59380, 1.30849], [1.36259, -2.08678, 2.07385], [3.11620, -2.36646, 1.87366], [1.46982, 1.79176, -1.84514]],
  "forces_ev_per_a": [[0.025, 0.451, -0.149], [-0.041, 0.122, 0.610], [-0.653, 0.076, 0.589], [-1.497, 1.665, -0.728], [1.388, -0.043, 1.252], [1.951, 0.082, -0.331], [0.404, -0.759, 0.494], [-1.899, -0.582, 0.512], [0.053, -0.624, -1.047], [0.553, -1.350, 0.572], [-0.258, 0.816, -1.693], [0.032, 0.332, 0.090], [-0.072, -0.042, 0.045], [-0.042, -0.018, -0.075], [0.048, 0.015, 0.007], [0.016, 0.078, -0.032], [0.023, -0.079, 0.007], [-0.052, 0.013, -0.041], [0.020, -0.154, -0.083]]
}

---

# 2
{
  "formula": "C3H7BrNS",
  "method": "ωB97M-V/def2-TZVPD",
  "charge": 1,
  "de_lowest_ev": 4.342,
  "max_force_ha_per_bohr": 0.093,
  "homo_energy_ha": [-0.4469, -0.4519],
  "gap_ev": [7.19, 7.60],
  "lumo_energy_ev": [-4.9757, -4.6993],
  "symbols": ["C", "C", "C", "N", "S", "Br", "H", "H", "H", "H", "H", "H", "H"],
  "xyz": [[-0.72310, -0.04632, 1.17758], [-0.76762, -1.30614, 0.37442], [1.14512, 0.14918, -0.40823], [0.51924, 0.76351, 0.79604], [0.32536, -1.26661, -0.89611], [2.31592, 1.11879, -1.44910], [-1.60601, 0.51189, 1.07304], [-0.70737, -0.43971, 2.15663], [-1.43018, -2.13316, 0.52164], [-0.58057, 0.47815, -3.09512], [-0.34525, -0.22795, -2.52642], [0.54708, 1.75010, 0.70388], [1.30737, 0.64826, 1.57174]],
  "forces_ev_per_a": [[0.303, -0.732, -0.458], [1.390, 0.588, -1.963], [-0.755, -1.278, -0.789], [3.189, -2.840, 2.163], [0.346, 0.520, 1.946], [-0.163, 0.064, 0.150], [-1.052, 1.183, -0.338], [0.579, 0.538, 1.648], [-0.194, -0.109, 0.136], [0.930, -2.828, 2.171], [-1.297, 3.320, -2.984], [-1.259, 1.528, -0.286], [-2.018, 0.046, -1.396]]
}

---

# 3
{
  "formula": "C3H7Cl2P",
  "method": "ωB97M-V/def2-TZVPD",
  "charge": 0,
  "de_lowest_ev": 1.894,
  "max_force_ha_per_bohr": 0.075,
  "homo_energy_ha": -0.3344,
  "gap_ev": 7.45,
  "lumo_energy_ev": -1.6494,
  "symbols": ["C", "C", "C", "P", "Cl", "Cl", "H", "H", "H", "H", "H", "H", "H"],
  "xyz": [[-0.00493, -0.29317, -1.39187], [-0.93245, -0.61196, 0.97514], [0.09590, -0.02836, 0.05738], [1.70802, 0.23096, 0.71855], [-2.13944, -1.71174, 0.22692], [-0.54864, 2.50071, 0.01313], [-0.90792, 0.25591, -1.71125], [1.01479, -0.13713, -1.74332], [-0.22643, -1.36889, -1.72546], [-0.44899, -1.16427, 1.70904], [-1.47818, 0.14767, 1.40442], [1.68570, 1.25637, 1.70951], [2.18258, 0.92390, -0.24219]],
  "forces_ev_per_a": [[0.115, -1.739, -0.344], [-0.123, -0.477, -1.967], [-1.455, 0.883, 0.266], [-0.179, -2.008, 3.135], [0.241, 0.207, 0.000], [0.191, -1.550, 0.049], [0.970, 0.230, -0.534], [-0.600, 0.885, -1.159], [0.162, 1.170, 1.209], [0.824, -1.071, 1.440], [-1.147, 1.736, 1.049], [-0.472, -0.427, -0.292], [1.473, 2.161, -2.853]]
}